Version 1
A structure of composition C5H11NS, computed with ωB97M-V with the def2-TZVPD basis set.

XYZ file:
```
18
Properties=species:S:1:pos:R:3:lowdin_charge:R:1
S -3.184 -0.308 -0.458 0.56
N 2.526 -0.498 0.383 -0.12
C 0.242 1.381 -0.367 -0.10
C 0.151 -0.125 0.010 -0.36
C 1.486 -0.762 -0.747 -0.27
C -1.957 0.165 0.804 -0.66
C -0.743 -0.770 0.637 -0.23
H 1.538 -2.085 -0.936 0.17
H -0.735 1.751 -0.322 -0.02
H 2.923 0.646 0.410 0.14
H 0.623 1.992 0.598 0.14
H -2.267 0.366 2.168 0.17
H 3.395 -1.081 -0.169 0.11
H 0.658 1.738 -1.321 0.08
H -0.743 -1.869 1.020 0.15
H -1.620 1.398 0.520 0.11
H -3.798 -1.832 -0.370 -0.01
H 1.506 -0.108 -1.860 0.14
```

As for the total charge: 0. As for the HOMO-LUMO gap: 9.25 eV. Its LUMO energy is 0.4711 eV.


Version 2
A cluster of 2 separate species, C5H11NS in total, computed with ωB97M-V with the def2-TZVPD basis set.

XYZ file:
```
18
Properties=species:S:1:pos:R:3:lowdin_charge:R:1
S -1.990 -0.904 -0.301 0.71
N 0.654 -1.162 0.063 -0.28
C 1.875 -0.437 0.205 -0.06
C 0.687 -2.684 0.131 0.02
C -0.545 2.197 0.209 -0.05
C -0.448 -0.491 -0.117 -0.63
C -1.828 2.089 -0.378 -0.31
H 1.177 -2.990 1.026 0.09
H -2.322 1.037 -0.608 -0.06
H -0.393 2.377 1.218 0.03
H 0.245 2.240 -0.509 0.03
H 1.664 0.513 -0.124 0.03
H -0.275 -2.896 -0.150 0.02
H 1.364 -2.893 -0.605 0.06
H 2.733 -0.791 -0.222 0.06
H -2.571 2.698 0.296 0.10
H -2.025 2.439 -1.510 0.12
H 1.996 -0.342 1.378 0.14
```

As for the total charge: 0. As for the HOMO-LUMO gap (alpha / beta): 7.84 / 7.57 eV. Its LUMO energy (alpha / beta) is 0.4923 / 0.1120 eV.


Which structure is the least stable? The one labeled version 1.